1.
One molecule with the formula C4H7NOS in a non-equilibrium geometry. Source: the Open Molecules 2025 dataset; level of theory: ωB97M-V/def2-TZVPD.

```
14
Properties=species:S:1:pos:R:3:mulliken_charge:R:1
H -0.4594 1.1983 -3.3919 0.1458
C -0.5309 1.0125 -1.0134 -0.4149
H 0.1568 -2.5610 1.5686 0.2369
H 0.1302 -1.6284 -0.8463 0.2372
O -0.3716 2.1275 1.5728 -0.5201
H 0.1016 1.8764 -1.0380 0.3608
C -0.1048 0.1739 0.1727 0.2072
C -0.0515 0.9498 1.4224 -0.1562
H 0.3880 0.4235 2.3183 0.4039
H -1.5622 1.4010 -0.8906 0.3402
C 0.2963 -1.1018 0.1423 -0.2534
N 0.7744 -1.7804 1.2998 -0.5294
S -0.4327 0.0810 -2.4999 -0.2956
H 1.6657 -2.1724 1.1834 0.2375
```

## Properties
**HOMO-LUMO gap**: 0.349 Eh
**SMILES string**: N/C=C(\C=O)CS
**Total charge**: 0
**ΔE to the lowest compared entry with this formula, charge and spin**: 156.00 kJ/mol

***

2.
C25H23HfNP2Se4 as an isolated structure. Source: the Open Molecules 2025 dataset; level of theory: ωB97M-V/def2-TZVPD.

```
56
Properties=species:S:1:pos:R:3:mulliken_charge:R:1
Se -1.2690 -1.6143 2.3138 -0.0193
C 4.4080 0.4058 2.0628 -0.6447
H 4.3530 3.4109 -6.1496 0.4372
H 1.2799 4.5897 -1.6294 0.2962
H 5.1062 4.2286 -3.9476 0.4348
C -1.2831 3.1846 1.4485 0.3246
C -1.8463 2.6267 0.2927 0.4056
P -0.9567 2.2703 -1.2457 0.6154
C -2.0157 3.3464 -4.9802 -0.7454
C -1.6416 3.1777 -2.6169 0.6035
Hf 0.1198 0.5489 0.3901 1.2518
C -3.3422 2.8630 2.6377 -0.4591
Se -0.1576 0.3417 2.9533 -0.2569
H 4.9903 0.0483 2.9005 0.4510
C 4.1040 0.5955 -0.3296 -0.9875
N 0.6674 2.7284 -0.8390 0.2935
C 2.9409 1.3435 -0.1303 1.0033
H -1.0933 1.6524 -4.0394 0.3955
H -2.3479 4.8290 -1.4157 0.3973
C -1.5338 2.6323 -3.8970 -0.2780
C -2.6054 4.5881 -4.7829 -0.4820
H 2.5194 1.7696 -6.3151 0.4549
H -0.2636 3.5510 1.4613 0.1261
C 4.8361 0.1512 0.7578 -0.6593
H 1.4167 0.9400 -4.2627 0.4356
H 4.4315 0.3668 -1.3366 0.4741
H 5.7476 -0.4079 0.5936 0.4504
C 3.6785 3.0670 -2.8572 -0.4240
H -3.9299 2.9632 3.5400 0.4375
H 2.9051 1.3332 3.2804 0.5024
C -2.2433 4.4227 -2.4148 -0.4596
C 2.2085 1.6770 -4.1985 -0.2937
H -2.9878 5.1388 -5.6317 0.4297
C 3.2461 1.1209 2.2763 -1.1060
C -3.1667 2.1456 0.3473 -0.9039
C 2.5116 1.5912 1.1851 -0.3224
H -3.1950 6.0874 -3.3626 0.4337
H 1.9769 4.1910 -0.0485 0.3814
H -1.9452 2.9308 -5.9759 0.4444
C -2.7231 5.1251 -3.5054 -0.6910
Se 0.4197 -2.2988 0.8305 -0.1447
C -2.0300 3.3054 2.6100 -0.6488
H -3.6099 1.6877 -0.5309 0.4394
C 2.8304 2.1372 -5.3470 -0.7944
C 3.8648 3.0580 -5.2512 -0.4412
P 1.7786 1.5584 -1.4974 0.7875
H -1.5784 3.7365 3.4930 0.4811
C 1.0738 4.1415 -0.6568 -1.2306
H 0.2782 4.7108 -0.1815 0.5285
H -4.9267 1.9146 1.5373 0.4764
Se -0.4643 -1.3779 -1.1321 -0.2164
H 1.6910 2.2814 1.3950 0.6963
H 4.0216 3.4104 -1.8883 0.4248
C -3.9068 2.2729 1.5075 -0.7775
C 2.6278 2.1495 -2.9538 0.4494
C 4.2912 3.5208 -4.0107 -0.7770
```

## Properties
**HOMO-LUMO gap**: 0.252 Eh
**Total charge**: +2

***

3.
A 2-piece molecular cluster, C4H10O2 overall. Source: the Open Molecules 2025 dataset; level of theory: ωB97M-V/def2-TZVPD.

```
16
Properties=species:S:1:pos:R:3:mulliken_charge:R:1
H 2.2419 0.6793 -1.0928 0.3250
H -1.3790 -2.3610 -0.7174 0.2496
C 1.1965 1.3245 0.3556 -0.4092
H 1.2526 0.4948 1.0787 0.2073
H -0.8558 -1.0754 2.0378 0.2772
H 0.2404 -2.2378 0.1530 0.2084
H -0.4965 -0.0482 -1.9826 0.2760
H 1.1265 2.2563 0.9253 0.3274
H -2.4819 -1.1949 1.1653 0.2618
H -0.2509 2.0697 -1.0674 0.3432
C -0.0448 1.1512 -0.5013 -0.2326
H -0.9077 0.9231 0.1413 0.2627
C -1.4176 -1.4116 1.1701 -0.6237
O 0.2484 0.0802 -1.3855 -0.5727
C -0.8260 -2.0379 0.1609 -0.3763
O 2.3539 1.3877 -0.4412 -0.5242
```

## Properties
**HOMO-LUMO gap**: 0.394 Eh
**SMILES string**: OCCO.C=C
**Total charge**: 0
**ΔE to the lowest compared entry with this formula, charge and spin**: 185.85 kJ/mol

***

4.
One molecule with the formula C5H5N5 in a non-equilibrium geometry. Source: the Open Molecules 2025 dataset; level of theory: ωB97M-V/def2-TZVPD.

```
15
Properties=species:S:1:pos:R:3:mulliken_charge:R:1
C -1.5035 -1.1959 -0.0921 -0.5484
H 1.8996 2.6876 0.0920 0.3566
H 2.7604 -1.5070 0.3372 0.2815
N -0.0829 2.1205 -0.1311 -0.6356
N -2.1131 0.7740 -0.1355 0.0250
H -1.6569 -2.3053 -0.0810 0.3656
N 1.8203 -1.5917 -0.1072 -0.4992
C -0.7669 0.9276 -0.2216 0.1062
C 1.2015 1.8247 0.0030 -0.1753
N -2.5996 -0.4942 0.0498 -0.6620
C -0.2643 -0.4021 -0.2033 0.8299
H 1.2555 -2.4670 0.1061 0.2402
N 1.8366 0.6092 -0.0153 -0.6253
C 1.1191 -0.4413 -0.1471 0.5748
H -2.9059 1.4606 0.5461 0.3659
```

## Properties
**HOMO-LUMO gap**: 0.360 Eh
**SMILES string**: Nc1ncnc2[nH]ncc12
**Total charge**: 0
**ΔE to the lowest compared entry with this formula, charge and spin**: 234.37 kJ/mol